(1)
Here is a structure of composition C6H13ClF3N2OP from the Open Molecules 2025 dataset. Energies are from ωB97M-V/def2-TZVPD.

The calculation puts the HOMO-LUMO gap at 9.70 eV. Its total energy is -1522.284083 a.u. The highest occupied orbital energy comes out at -9.06 eV.

Each line ends with the Löwdin charge.
Cartesian coordinates (Å):
C -1.14534 -2.15412 1.22939  -0.018
C -0.44880 -1.91622 -1.15166  -0.090
C -1.35106 1.45031 -1.05868  -0.136
C -1.11321 2.57370 1.12617  -0.099
C 1.57113 0.43428 -0.72103  -0.583
C 2.93119 -0.50591 -0.18292  -0.626
N -0.37207 -1.35145 0.19792  -0.301
N -0.96890 1.32363 0.35028  -0.350
O 0.70406 0.18758 1.94188  -0.277
F 3.78553 -0.57412 -1.16752  0.155
F 2.56408 -1.81793 -0.02983  0.099
F 3.44863 -0.01426 0.93162  0.147
P 0.21636 0.15965 0.55994  0.487
Cl 1.96253 2.10519 -0.46564  0.704
H -0.75677 -3.11680 1.23948  0.069
H -0.80216 -1.84828 2.12460  0.037
H -2.13474 -2.00820 0.95234  0.072
H -0.02165 -2.96744 -1.09623  0.125
H -1.44743 -1.90098 -1.40010  0.058
H -0.00410 -1.19587 -1.70456  0.014
H -2.49492 1.61472 -0.97544  0.116
H -0.97450 2.32286 -1.68435  0.099
H -1.00780 0.46384 -1.36515  0.031
H -1.92071 2.21093 1.82530  0.101
H -0.20525 2.83942 1.73515  0.088
H -1.38130 3.37381 0.49969  0.053
H 1.36720 0.31167 -1.71066  0.028

Force components x, y, z for each atom (eV/Å):
2.1 1.9 -3.4
0.7 -2.0 3.8
-2.1 0.6 1.0
0.3 -2.7 2.7
2.0 -1.4 5.0
-3.5 0.1 -1.0
0.0 -0.4 0.5
1.7 1.1 -1.4
0.4 0.3 0.3
1.5 0.8 -0.7
-0.1 1.0 0.8
0.0 -0.5 -0.7
-0.6 -0.9 0.8
0.5 1.1 -0.2
0.1 -2.2 -0.8
0.2 1.8 3.4
-2.1 -0.3 0.3
-0.3 1.4 -0.7
-2.4 -0.6 -1.0
1.9 1.2 -2.6
1.6 -0.8 -1.0
0.2 -1.1 1.0
-1.0 0.3 -1.6
0.6 1.6 -0.3
-0.8 -0.4 -0.7
-0.5 1.0 -0.7
-0.3 -0.8 -2.7

=====

(2)
Here is the ion C6H13ClN3 with charge +1 from the Open Molecules 2025 dataset. Energies are from ωB97M-V/def2-TZVPD.

As for the structure (SMILES): CC(C)[C@@H]1N(Cl)C=N[N@H+]1C. The calculation puts the HOMO-LUMO gap at 10.52 eV. As for the total charge: +1. Its total energy is -860.490824 a.u. The highest occupied orbital energy comes out at -13.68 eV.

Each line ends with the Löwdin charge.
Cartesian coordinates (Å):
C 1.29265 -0.36167 -2.18525  -0.041
C 1.18427 -0.12054 -0.65134  -0.354
C 1.45433 1.32471 -0.16951  -0.038
C -0.24698 -0.45096 -0.19791  -0.192
N -1.15526 0.73177 -0.53076  -0.499
Cl -1.94896 0.84040 -2.03035  0.779
C -1.84791 1.18652 0.56335  -0.171
N -1.36258 0.71045 1.64337  0.102
N -0.47479 -0.38139 1.32282  -0.097
C -1.00463 -1.54777 2.08002  0.032
H 0.28489 -0.11958 -2.71931  0.068
H 1.67871 -1.44793 -2.30874  0.123
H 2.05467 0.23058 -2.57670  0.049
H 1.78756 -0.70796 -0.05356  0.106
H 2.26487 1.42370 0.52011  0.079
H 0.57701 1.85045 0.22039  0.068
H 1.67332 1.87095 -1.13686  0.114
H -0.74031 -1.27596 -0.86714  0.187
H -2.57714 1.93429 0.72114  0.144
H 0.56501 -0.16281 1.63762  0.229
H -1.71535 -1.96938 1.49742  0.059
H -0.24282 -2.30704 2.15946  0.107
H -1.50056 -1.25084 3.06173  0.145

Force components x, y, z for each atom (eV/Å):
-1.5 -2.4 0.9
-2.3 1.7 0.1
-0.2 1.0 -2.4
-2.8 0.6 -2.5
-1.3 0.4 -0.5
0.0 -0.2 -0.1
2.8 -1.7 0.3
-0.3 0.1 1.3
3.1 0.2 0.3
1.2 0.5 2.0
2.1 -0.7 0.8
-1.2 1.6 -0.2
1.2 1.2 -0.7
1.7 -1.9 0.7
0.6 0.0 0.2
0.3 -0.2 0.1
0.1 -0.1 1.4
1.0 0.6 2.1
-0.8 0.8 -0.9
-2.7 -0.2 -0.1
-2.6 -1.1 -1.9
0.5 0.0 0.4
1.2 -0.1 -1.4

=====

(3)
Here is a structure of composition C6H13CuO3 from the Open Molecules 2025 dataset. Energies are from ωB97M-V/def2-TZVPD.

The calculation puts the HOMO-LUMO gap (spin up / spin down) at 7.15 / 8.83 eV. Its spin multiplicity is 2. As for the total charge: +1. Its total energy is -2102.118661 a.u. The highest occupied orbital energy (spin up / spin down) comes out at -11.87 / -13.72 eV.

Each line ends with the Löwdin charge.
Cartesian coordinates (Å):
C -1.87261 1.60702 2.08325  -0.047
O -0.87515 1.22185 1.15435  -0.283
C 0.22076 0.43855 1.67470  -0.138
C 1.16266 0.24090 0.51210  -0.140
O 1.78214 -1.02857 0.51998  -0.081
C 2.05766 -1.38207 -0.82063  -0.154
C 0.71136 -1.65043 -1.47178  -0.172
O -0.18340 -0.66474 -0.96492  -0.284
H -2.66074 2.11080 1.51394  0.104
H -2.28319 0.71652 2.58007  0.107
H -1.43575 2.29176 2.82418  0.108
H -0.17382 -0.51170 2.06604  0.152
H 0.69763 1.04866 2.45573  0.146
H 2.01764 0.92814 0.65429  0.146
H 2.63929 -2.31221 -0.80721  0.148
H 2.58350 -0.58931 -1.37750  0.141
H 0.26478 -2.57849 -1.08732  0.145
H 0.77886 -1.63891 -2.56658  0.140
Cu -0.50994 1.18422 -0.78514  0.577
C -1.84673 -0.64245 -1.81133  0.136
H -2.30249 -1.34468 -1.09957  0.087
H -2.71022 0.01554 -1.99392  0.081
H -1.61974 -0.94138 -2.84635  0.081

Force components x, y, z for each atom (eV/Å):
-0.3 0.2 0.4
0.0 0.0 -0.1
-0.5 0.0 0.0
2.7 -0.2 3.1
-1.0 0.8 -0.6
0.0 -0.4 -0.1
-0.9 -0.8 -0.3
-3.1 0.6 -2.1
0.2 -0.1 0.2
0.1 0.2 -0.1
-0.2 -0.2 -0.1
0.2 0.2 0.0
-0.1 -0.4 0.0
-0.5 0.5 -1.1
0.0 0.4 -0.1
0.0 -0.1 0.4
0.5 -0.1 -0.5
0.0 -0.1 0.2
0.2 0.9 -0.3
0.4 -2.4 0.0
0.7 -0.4 -0.7
1.1 1.9 0.9
0.5 -0.6 0.9

=====

(4)
Here is a structure of composition C6H13F5IN3O5RhTe from the Open Molecules 2025 dataset. Energies are from ωB97M-V/def2-TZVPD.

The calculation puts the HOMO-LUMO gap (spin up / spin down) at 9.06 / 6.97 eV. Its spin multiplicity is 5. As for the total charge: +1. Its total energy is -1952.249279 a.u. The highest occupied orbital energy (spin up / spin down) comes out at -12.16 / -12.68 eV.

Each line ends with the Löwdin charge.
Cartesian coordinates (Å):
Rh -0.50615 0.18799 -0.51277  0.944
C 3.96624 0.14533 2.58259  -0.019
O 3.41142 -0.18142 1.29690  0.027
C 2.14951 0.07697 1.01946  -0.548
O 1.70612 -0.18999 -0.09179  -0.027
N 1.38010 0.63666 1.98664  0.047
N 0.04211 0.87098 1.68227  0.012
H 4.99725 -0.18212 2.54253  0.106
H 3.45056 -0.39285 3.37894  0.103
H 3.93618 1.22144 2.75283  0.105
H 1.71791 0.81345 2.91643  0.143
H -0.18128 1.85964 1.71346  0.108
H -0.58570 0.33610 2.27489  0.112
F -4.79744 -1.36242 -1.32346  -0.430
Te -3.20587 -1.47077 -0.35031  1.906
F -1.12757 -4.04225 -0.18290  0.118
F -1.74488 -1.18206 1.06433  -0.515
F -4.03704 -0.23951 0.76651  -0.398
F -3.94170 -2.65743 0.91377  -0.421
O -2.45120 0.02567 -1.22352  -0.718
N -0.93332 4.46257 -1.64277  0.212
C -0.97088 3.13367 -1.54775  -0.622
O -0.69090 2.54820 -0.49494  -0.086
C -1.37895 2.37541 -2.78510  -0.474
I 0.12422 0.90056 -3.15472  1.099
H -0.66534 5.00547 -0.83753  0.134
H -1.12222 4.94476 -2.50371  0.125
H -1.48321 2.98242 -3.67662  0.060
H -2.27851 1.80038 -2.58180  0.044
C 1.17908 -4.06939 -0.57898  0.047
C -0.11029 -3.34422 -0.67742  -0.504
O -0.32470 -2.26062 -1.13210  0.001
H 1.04030 -5.11266 -0.85193  0.103
H 1.50734 -4.04525 0.46239  0.109
H 1.92881 -3.59472 -1.20381  0.101

Force components x, y, z for each atom (eV/Å):
0.4 -0.1 0.7
0.0 0.0 0.0
0.0 0.0 0.0
-0.1 0.0 0.0
0.1 0.0 -0.1
0.1 0.0 0.0
-0.3 0.0 -0.2
0.0 0.0 0.0
0.0 0.0 0.0
0.0 0.0 0.0
0.0 0.0 0.0
0.0 0.0 0.0
0.0 -0.1 0.0
-0.2 -0.4 -0.4
-0.8 1.2 1.4
-0.2 -0.1 0.1
0.2 -0.2 -0.5
0.0 0.2 0.0
0.0 -0.8 -0.1
0.4 0.0 -0.5
0.0 0.0 0.0
0.0 0.1 0.0
-0.1 -0.1 -0.1
0.2 -0.1 0.0
0.1 0.2 -0.4
0.0 0.0 0.0
-0.1 0.0 0.0
0.0 0.1 0.0
-0.1 0.0 0.0
0.1 0.0 0.0
0.3 0.1 -0.2
0.1 0.0 0.0
0.0 0.0 0.0
0.0 0.0 0.0
0.0 0.0 0.0

=====

(5)
Here is an isolated molecule of C6H13N from the Open Molecules 2025 dataset. Energies are from ωB97M-V/def2-TZVPD.

As for the structure (SMILES): C=CC[C@@H](C)NC. The calculation puts the HOMO-LUMO gap at 9.52 eV. Its total energy is -291.103958 a.u. The highest occupied orbital energy comes out at -8.38 eV.

Each line ends with the Löwdin charge.
Cartesian coordinates (Å):
C -0.47655 -0.96953 3.04636  -0.007
C -0.60071 -0.09703 2.05617  -0.194
C -1.08479 -0.37181 0.66101  -0.158
C 0.03156 -0.09316 -0.38364  -0.425
C 0.00950 -1.06185 -1.58746  -0.063
N 0.16395 1.29470 -0.73525  -0.109
C 1.32564 1.62613 -1.54046  -0.130
H -0.51162 -0.73427 4.10145  0.048
H -0.23043 -2.01310 2.85602  0.056
H -0.65018 0.95247 2.33011  0.097
H -1.33766 -1.42276 0.52360  0.102
H -1.96977 0.23306 0.47942  0.114
H 0.95197 -0.34409 0.15886  0.128
H -0.38163 -0.51670 -2.45936  0.074
H 0.99409 -1.36761 -1.94918  0.071
H -0.62793 -1.93669 -1.48034  0.064
H -0.63499 1.85863 -0.97586  0.109
H 1.62431 2.65404 -1.37706  0.074
H 1.23755 1.27257 -2.57027  0.069
H 2.16770 1.03698 -1.15410  0.082

Force components x, y, z for each atom (eV/Å):
0.7 -0.8 -0.1
-1.6 0.6 0.6
1.5 -0.3 -0.7
0.1 -0.7 0.1
-0.5 0.7 -1.2
0.6 0.8 0.4
0.3 -1.2 0.8
0.5 0.5 -0.1
-0.7 -0.1 -0.2
0.0 0.1 0.0
-0.2 0.0 0.3
-0.1 0.0 -0.1
0.0 0.1 0.0
-0.2 -0.1 0.1
0.1 -0.1 0.5
0.1 -0.1 0.3
-0.4 -0.6 0.0
-0.2 0.3 -0.6
0.0 0.7 -0.4
0.0 0.1 0.1